ORCA calculation (ωB97M-V/def2-TZVPD) on a molecular structure, C4H10F4LiN3O13S4 in a non-equilibrium geometry.

Element x y z (Å)
Li 3.16 -7.06 11.84
N 5.68 -10.14 11.13
S 5.59 -11.55 11.85
O 4.69 -11.60 12.96
O 6.79 -12.32 11.99
F 4.80 -12.34 10.70
S 6.04 -9.12 12.36
O 6.82 -9.58 13.43
O 5.07 -8.11 12.59
F 7.14 -8.31 11.49
N 2.40 -8.36 10.62
S 1.65 -9.61 11.39
O 1.89 -10.82 10.71
O 0.40 -9.29 11.98
F 2.57 -9.64 12.66
S 1.20 -7.84 9.69
O 0.35 -6.87 10.31
O 0.65 -8.75 8.77
F 2.12 -6.87 8.76
N 1.09 -6.53 14.39
O 1.20 -6.29 15.61
O 2.13 -6.53 13.66
O -0.01 -6.74 13.88
C 2.31 -4.53 11.37
O 3.42 -5.32 11.02
C 4.50 -4.46 10.68
C 5.35 -4.07 11.88
O 5.63 -5.21 12.66
C 6.97 -5.29 13.04
H 2.48 -3.91 12.25
H 1.46 -5.19 11.56
H 1.99 -3.85 10.56
H 4.17 -3.52 10.22
H 5.12 -5.01 9.97
H 4.78 -3.41 12.55
H 6.22 -3.50 11.53
H 7.65 -5.23 12.19
H 7.17 -6.22 13.58
H 7.23 -4.53 13.80

## Properties
- Electronic energy: -89812.8983 eV
- Multiplicity: 1
- Charge: -2
- Frontier orbital gap: 7.14 eV
- LUMO energy: 4.16 eV



ORCA calculation (ωB97M-V/def2-TZVPD) on a single C4H10FP molecule in a non-equilibrium geometry.

Element x y z (Å)
C -2.15 -0.76 -0.01
C -1.64 0.66 -0.02
P 0.23 0.97 0.55
F 0.44 1.92 -0.71
C 1.12 -0.44 -0.15
C 2.51 -0.08 0.43
H -1.41 -1.26 -0.53
H -2.31 -1.26 1.06
H -3.06 -0.69 -0.58
H -2.32 1.42 0.53
H -1.75 1.08 -1.07
H 0.71 -1.42 0.30
H 1.10 -0.34 -1.27
H 2.40 0.08 1.56
H 3.21 -0.79 -0.02
H 2.93 0.90 -0.06

## Properties
- Electronic energy: -16315.7058 eV
- Multiplicity: 1
- Frontier orbital gap: 10.07 eV
- Energy relative to the best compared isomer or geometry (same formula, charge and spin): 0.0 kcal per mole
- LUMO energy: 1.09 eV



ORCA calculation (ωB97M-V/def2-TZVPD) on a molecular structure, C4H10HgNO in a non-equilibrium geometry.

Element x y z (Å)
C 2.92 -0.08 -0.03
O 1.85 0.89 -0.40
C 0.61 0.23 0.05
C -0.75 1.13 -0.07
C -2.04 0.16 0.29
N -1.63 -1.13 1.02
H 3.44 0.23 1.00
H 3.73 -0.17 -0.91
H 2.45 -1.18 0.08
H 0.44 -0.74 -0.62
H 0.83 -0.18 1.15
H -0.87 1.42 -1.22
H -0.73 2.14 0.53
H -2.84 0.69 0.97
H -2.49 -0.21 -0.74
H -1.28 -1.81 0.29
Hg -3.64 -1.39 -1.39

## Properties
- Electronic energy: -12007.3308 eV
- Multiplicity: 1
- Charge: +1
- Frontier orbital gap: 4.94 eV
- LUMO energy: -8.70 eV



ORCA calculation (ωB97M-V/def2-TZVPD) on 2 unconnected molecules or ions with the total composition C4H10INO in a non-equilibrium geometry.

Element x y z (Å)
C -0.10 -0.39 1.73
C -0.78 -0.55 0.59
I -2.71 0.42 0.44
C -0.37 -1.58 -0.51
C 1.07 -1.84 -0.89
H 0.86 -0.84 1.83
H -0.40 0.24 2.58
H -1.07 -1.50 -1.37
H -0.76 -2.63 -0.16
H 1.15 -2.19 -1.97
H 1.71 -2.53 -0.32
H 1.69 -0.89 -0.93
N -0.15 2.95 0.37
O 0.46 2.07 -0.56
H -1.21 2.90 0.42
H 0.02 3.89 0.16
H 0.59 2.47 -1.41

## Properties
- Electronic energy: -15945.0153 eV
- Multiplicity: 1
- Frontier orbital gap: 9.37 eV
- Energy relative to the best compared isomer or geometry (same formula, charge and spin): 83.7 kcal per mole
- LUMO energy: 0.52 eV



ORCA calculation (ωB97M-V/def2-TZVPD) on a single C4H10N molecule in a non-equilibrium geometry.

Element x y z (Å)
C 0.18 -2.25 -0.13
C 0.09 -1.03 -1.03
C -0.40 0.37 -0.51
C 0.34 0.99 0.42
N -0.19 2.32 0.96
H 0.93 -2.04 0.72
H -0.70 -2.48 0.39
H 0.40 -3.16 -0.75
H 1.05 -0.74 -1.70
H -0.70 -1.31 -1.74
H -1.03 1.00 -1.17
H 0.99 0.58 1.12
H -0.61 2.12 1.96
H -1.01 2.76 0.42
H 0.65 2.89 1.03

## Properties
- Electronic energy: -5795.5167 eV
- Multiplicity: 2
- Frontier orbital gap (spin up / spin down): 4.87 / 10.46 eV
- Energy relative to the best compared isomer or geometry (same formula, charge and spin): 58.9 kcal per mole
- LUMO energy (spin up / spin down): 0.99 / 0.82 eV



ORCA calculation (ωB97M-V/def2-TZVPD) on 2 unconnected molecules or ions with the total composition C4H10N in a non-equilibrium geometry.

Element x y z (Å)
C -0.71 -0.33 0.42
N -0.49 0.08 -0.94
C 0.98 0.17 -1.12
C 1.53 0.46 0.27
C 0.73 -0.70 1.00
H -1.38 -1.21 0.40
H -1.05 0.61 1.01
H -3.69 0.67 -0.24
H -3.94 0.87 -0.87
H 1.40 -0.87 -1.52
H 1.39 0.92 -1.91
H 1.05 1.53 0.45
H 2.59 0.35 0.35
H 0.89 -1.80 0.59
H 0.71 -0.74 2.12

## Properties
- Electronic energy: -5787.5579 eV
- Multiplicity: 1
- Charge: +1
- Frontier orbital gap: 8.01 eV
- Energy relative to the best compared isomer or geometry (same formula, charge and spin): 145.3 kcal per mole
- LUMO energy: -8.66 eV



ORCA calculation (ωB97M-V/def2-TZVPD) on 2 unconnected molecules or ions with the total composition C4H10N in a non-equilibrium geometry.

Element x y z (Å)
C 2.32 -0.19 -2.57
N 2.75 0.71 -1.79
H 1.55 0.12 -3.25
H 2.78 -1.17 -2.60
H 3.45 0.63 -1.06
H 2.30 1.60 -1.76
C -2.56 0.04 2.10
C -1.70 -0.55 1.03
C -0.41 -0.31 0.89
H -3.05 -0.79 2.63
H -2.07 0.78 2.73
H -3.38 0.61 1.65
H -2.26 -1.14 0.31
H 0.23 -0.77 0.14
H 0.06 0.42 1.54

## Properties
- Electronic energy: -5791.5094 eV
- Multiplicity: 1
- Charge: +1
- Frontier orbital gap: 6.36 eV
- Energy relative to the best compared isomer or geometry (same formula, charge and spin): 54.2 kcal per mole
- LUMO energy: -6.05 eV



ORCA calculation (ωB97M-V/def2-TZVPD) on 2 unconnected molecules or ions with the total composition C4H10N2 in a non-equilibrium geometry.

Element x y z (Å)
C 0.67 0.16 -0.19
C 0.27 -1.15 -0.90
C 2.08 0.30 0.38
C -2.57 -0.06 0.55
N -0.05 1.34 -0.49
N -0.35 0.69 0.66
H -0.03 -1.93 -0.14
H 0.99 -1.58 -1.54
H -0.66 -0.81 -1.31
H 2.01 1.27 0.80
H 2.79 0.16 -0.40
H 2.30 -0.37 1.24
H -2.60 0.23 1.60
H -2.86 0.50 -0.30
H -2.30 -1.07 0.44
H 0.34 2.32 -0.38

## Properties
- Electronic energy: -7285.0222 eV
- Multiplicity: 1
- Frontier orbital gap (spin up / spin down): 8.38 / 9.04 eV
- Energy relative to the best compared isomer or geometry (same formula, charge and spin): 129.1 kcal per mole
- LUMO energy (spin up / spin down): 0.62 / 0.84 eV



ORCA calculation (ωB97M-V/def2-TZVPD) on a single C4H10N2 molecule in a non-equilibrium geometry.

Element x y z (Å)
C 1.70 1.08 -0.67
C 0.45 0.46 -1.14
C -0.26 -0.30 -0.03
N -0.02 -1.73 0.19
C -1.31 0.23 0.62
N -1.85 -0.18 1.90
H 2.26 1.59 -1.52
H 2.45 0.23 -0.51
H 1.37 1.74 0.14
H 0.81 -0.32 -1.94
H -0.24 1.30 -1.55
H 0.66 -2.02 -0.60
H 0.54 -1.86 1.08
H -1.96 1.01 0.25
H -1.75 -1.21 2.01
H -2.85 -0.02 1.76

## Properties
- Electronic energy: -7288.6639 eV
- Multiplicity: 1
- Frontier orbital gap: 8.68 eV
- Energy relative to the best compared isomer or geometry (same formula, charge and spin): 45.1 kcal per mole
- LUMO energy: 0.98 eV



ORCA calculation (ωB97M-V/def2-TZVPD) on a single C4H10N2 molecule in a non-equilibrium geometry.

Element x y z (Å)
H 2.34 2.08 -1.37
N 2.19 1.44 -2.15
C 1.36 0.54 -1.84
N 0.44 0.59 -0.77
C -0.04 -0.71 -0.30
C -1.19 -0.60 0.68
C -0.73 -0.24 2.09
H 1.12 -0.22 -2.60
H -0.27 1.30 -0.88
H -0.31 -1.33 -1.18
H 0.83 -1.20 0.14
H -1.84 -1.47 0.56
H -1.89 0.14 0.28
H 0.23 0.26 2.02
H -0.83 -1.08 2.78
H -1.39 0.50 2.54

## Properties
- Electronic energy: -7289.4696 eV
- Multiplicity: 1
- Frontier orbital gap: 10.35 eV
- Energy relative to the best compared isomer or geometry (same formula, charge and spin): 26.5 kcal per mole
- LUMO energy: 1.09 eV



ORCA calculation (ωB97M-V/def2-TZVPD) on a single C4H10N2 molecule in a non-equilibrium geometry.

Element x y z (Å)
C 1.66 -0.23 -2.01
C 1.70 -0.56 -0.59
C 0.57 0.05 0.12
N -0.55 -0.63 0.23
N -1.69 -0.08 0.78
C -1.69 1.15 1.52
H 2.72 -0.34 -2.61
H 1.13 0.94 -2.33
H 0.90 -1.02 -2.56
H 2.62 -0.36 0.04
H 1.64 -1.71 -0.55
H 0.53 1.13 0.58
H -2.15 -0.81 1.26
H -2.78 1.63 1.73
H -1.02 1.18 2.41
H -1.38 1.91 0.70

## Properties
- Electronic energy: -7286.9573 eV
- Multiplicity: 1
- Frontier orbital gap: 9.60 eV
- Energy relative to the best compared isomer or geometry (same formula, charge and spin): 84.5 kcal per mole
- LUMO energy: 1.08 eV



ORCA calculation (ωB97M-V/def2-TZVPD) on a single C4H10N2 molecule in a non-equilibrium geometry.

Element x y z (Å)
H 2.33 3.10 -0.36
N 2.50 2.03 -0.54
C 1.40 1.38 -0.35
N 1.37 -0.03 -0.64
C 0.12 -0.97 -0.72
C -0.66 -0.79 0.58
C -2.10 -0.57 0.71
H 0.77 1.62 0.50
H 2.34 -0.05 -0.96
H -0.44 -0.61 -1.58
H 0.48 -1.92 -1.15
H -0.17 -0.03 1.19
H -0.54 -1.77 1.08
H -2.78 -1.47 0.96
H -2.43 -0.20 -0.19
H -2.18 0.30 1.49

## Properties
- Electronic energy: -7287.7016 eV
- Multiplicity: 1
- Frontier orbital gap: 9.53 eV
- Energy relative to the best compared isomer or geometry (same formula, charge and spin): 67.3 kcal per mole
- LUMO energy: 0.95 eV